No. 1
Here is a structure of composition C51H42Cl4F3N8RbSb2Se5Si in a non-equilibrium geometry from the Open Molecules 2025 dataset. Energies are from ωB97M-V/def2-TZVPD.

Calculated values
E: -17348.510050 a.u.
Total charge: -2
Frontier orbital gap: 3.12 eV

Geometry as XYZ:
```
117
Properties=species:S:1:pos:R:3:forces:R:3:mulliken_charge:R:1
Rb -2.160 -1.129 0.119 -0.6 0.0 0.0 0.252
Se 3.816 0.036 -7.202 0.1 0.0 -0.1 0.169
N 2.068 0.102 -6.877 -0.1 0.0 0.2 -0.905
C 1.920 0.097 -5.574 0.1 0.0 -0.5 0.981
C 0.633 0.152 -4.916 -0.4 0.0 0.4 0.715
C -0.571 0.235 -5.625 0.1 0.0 0.0 -0.772
C -1.755 0.284 -4.929 0.1 0.0 0.0 -0.928
C -1.713 0.224 -3.531 -0.3 -0.1 -0.1 -0.173
N -0.584 0.145 -2.849 0.2 0.0 0.2 0.500
C 0.580 0.135 -3.511 -0.5 0.0 -0.6 -0.245
C 1.817 0.132 -2.722 0.6 0.0 0.2 -0.407
N 1.704 0.228 -1.393 -0.1 0.0 -0.1 1.324
C 2.800 0.243 -0.660 0.0 -0.1 0.0 -0.237
C 4.086 0.145 -1.190 0.0 0.0 0.1 -1.332
C 4.222 0.056 -2.556 -0.1 0.1 -0.2 -0.781
C 3.076 0.066 -3.353 -0.2 0.0 0.6 0.865
C 3.135 0.043 -4.798 0.4 0.0 -0.4 0.608
N 4.257 0.011 -5.476 -0.2 0.0 0.2 -0.873
H -0.539 0.270 -6.706 0.0 0.0 0.0 0.514
H -2.708 0.350 -5.435 0.0 0.0 0.0 0.468
H -2.633 0.241 -2.942 0.0 0.1 0.0 -0.077
H 2.635 0.327 0.413 0.1 -0.1 0.0 -0.022
H 4.947 0.150 -0.534 0.0 0.0 0.0 0.539
H 5.189 -0.004 -3.038 0.0 0.0 0.0 0.552
Cl 0.153 -0.685 2.015 0.2 -0.3 0.5 -0.508
Cl -7.414 -0.167 -1.470 0.1 0.1 0.0 -0.099
C -6.182 1.013 -1.897 -0.1 -0.3 -0.5 0.647
Cl -6.945 2.621 -1.951 0.2 0.2 0.0 -0.165
Cl -5.633 0.658 -3.582 0.1 -0.1 -0.2 -0.215
C -4.963 0.968 -0.991 0.0 0.4 1.4 -0.969
N -3.807 0.683 -1.084 -0.2 0.3 -0.8 0.109
Se -8.426 -1.114 2.317 0.3 0.0 -0.2 -0.785
Sb -6.032 -0.866 1.805 -0.3 -0.5 0.5 0.842
Se -5.178 -2.561 0.191 -0.1 0.2 0.1 -0.748
Se -5.781 1.589 1.010 0.0 -0.4 -0.4 -0.387
Se -4.644 -1.026 3.846 0.1 0.0 -0.2 -0.739
F 5.003 -4.880 4.309 0.0 0.0 0.0 -0.366
C 4.063 -4.450 3.429 -0.1 0.0 -0.1 0.306
C 4.271 -3.261 2.762 0.1 0.0 0.0 -0.669
C 3.309 -2.840 1.854 -0.1 0.0 0.0 -0.306
C 2.159 -3.586 1.614 -0.2 0.2 -0.2 0.352
C 1.985 -4.775 2.315 0.0 0.0 0.0 -0.244
C 2.936 -5.218 3.227 0.0 0.0 0.0 -0.840
Sb 0.768 -2.899 0.092 0.5 -1.0 -0.2 0.526
C 1.758 -4.132 -1.427 0.0 0.2 0.1 -0.528
C 1.577 -3.736 -2.751 0.1 0.0 0.0 -0.243
C 2.218 -4.381 -3.802 0.0 0.0 -0.1 -0.740
C 3.046 -5.442 -3.503 0.0 0.0 0.1 0.344
F 3.691 -6.080 -4.512 0.0 0.0 0.0 -0.367
C 3.252 -5.874 -2.208 0.1 0.0 0.0 -0.755
C 2.611 -5.204 -1.174 0.0 0.0 -0.1 0.167
C -0.668 -4.449 0.579 0.1 0.3 -0.1 0.042
C -1.399 -4.371 1.764 0.0 0.1 0.0 -0.226
C -2.305 -5.362 2.110 0.0 -0.1 0.0 -0.674
C -2.463 -6.433 1.255 0.1 0.1 0.0 0.408
F -3.303 -7.432 1.601 -0.1 0.0 0.0 -0.357
C -1.775 -6.533 0.062 -0.1 0.0 0.0 -0.754
C -0.881 -5.526 -0.276 0.0 0.0 0.1 -0.369
H 5.167 -2.684 2.954 0.0 0.0 0.0 0.456
H 3.460 -1.911 1.318 0.0 0.1 0.0 0.142
H 1.100 -5.377 2.151 0.0 0.0 0.0 0.409
H 2.809 -6.144 3.771 0.0 0.0 0.0 0.454
H 0.927 -2.894 -2.974 0.0 0.0 0.0 0.426
H 2.095 -4.064 -4.830 0.0 0.0 0.0 0.487
H 3.910 -6.714 -2.025 0.0 0.0 0.0 0.444
H 2.786 -5.525 -0.154 0.0 0.0 0.0 0.351
H -1.254 -3.537 2.444 -0.1 0.0 0.0 0.554
H -2.886 -5.304 3.021 0.0 0.1 0.0 0.472
H -1.942 -7.381 -0.589 0.0 0.0 0.0 0.424
H -0.335 -5.597 -1.209 0.0 0.0 0.0 0.423
C -3.502 5.805 -2.072 -0.1 -0.1 -0.1 -0.560
C -2.877 4.758 -2.732 -0.1 0.1 -0.1 -0.426
C -2.073 3.879 -2.029 0.1 -0.1 0.1 -0.606
C -1.865 4.039 -0.658 -0.1 -0.4 0.0 1.064
C -2.505 5.093 -0.010 0.1 0.0 0.1 -0.371
C -3.326 5.965 -0.707 0.0 0.1 0.1 -0.835
Si -0.608 2.940 0.172 0.1 0.4 0.4 -0.861
C 0.916 4.038 0.421 0.0 -0.1 -0.2 0.954
C 0.890 5.155 1.254 -0.1 0.0 0.0 -0.087
C 2.016 5.946 1.431 0.0 0.0 0.0 -0.856
C 3.194 5.634 0.766 0.0 0.0 0.0 -0.548
C 3.235 4.535 -0.081 0.1 0.1 0.0 -0.605
C 2.105 3.748 -0.249 -0.1 0.0 -0.1 -0.154
H -4.150 6.479 -2.618 0.0 0.0 0.0 0.354
H -3.042 4.615 -3.792 0.0 0.0 0.0 0.422
H -1.603 3.052 -2.548 0.0 0.0 0.0 0.162
H -2.365 5.242 1.056 -0.1 0.0 0.0 0.226
H -3.831 6.767 -0.183 0.0 0.0 0.0 0.397
H -0.212 1.752 -0.591 -0.1 0.0 -0.2 0.242
H -0.024 5.410 1.780 0.0 0.0 0.0 0.215
H 1.978 6.811 2.082 0.0 0.0 0.0 0.406
H 4.081 6.241 0.903 0.0 0.0 0.0 0.376
H 4.152 4.297 -0.608 0.0 0.0 0.0 0.444
H 2.146 2.881 -0.904 0.0 0.1 0.0 0.279
C 1.712 1.176 4.519 -0.1 0.1 -0.1 -0.319
C 2.193 1.971 3.314 -0.2 0.0 0.0 -0.837
N 1.127 2.026 2.323 0.0 0.2 0.2 1.040
C -0.146 2.223 2.744 0.3 0.5 0.0 -0.212
N -1.098 2.465 1.825 0.0 -0.1 0.0 0.814
C -2.533 2.172 2.151 0.0 -0.4 0.0 0.335
C -2.699 1.806 3.612 0.3 0.3 0.0 -0.705
C -1.767 2.686 4.428 -0.3 0.1 -0.1 -1.092
N -0.395 2.364 4.046 0.0 -0.2 0.0 0.510
C 0.515 1.906 5.097 0.1 -0.1 0.0 -0.778
H 2.488 1.059 5.276 0.0 0.0 0.0 0.485
H 1.384 0.200 4.162 0.1 -0.1 0.0 0.041
H 3.073 1.522 2.856 0.0 0.0 -0.1 0.277
H 2.441 3.000 3.599 0.1 0.0 0.0 0.250
H 1.186 1.342 1.575 -0.2 -0.1 0.1 -0.781
H -2.901 1.337 1.540 0.1 0.3 0.0 -0.541
H -3.147 3.033 1.901 0.1 0.1 -0.1 0.274
H -2.440 0.759 3.776 -0.1 0.0 0.0 -0.003
H -3.741 1.931 3.897 0.0 -0.1 0.0 0.607
H -1.875 2.515 5.496 0.1 0.0 0.0 0.550
H -1.965 3.745 4.222 0.1 0.0 0.1 0.237
H -0.039 1.242 5.764 -0.1 0.1 0.0 0.476
H 0.835 2.783 5.671 0.0 0.0 0.0 0.272
```
Forces are in eV/Å.



No. 2
Here is a structure of composition C51H42O3P2PdSi from the Open Molecules 2025 dataset. Energies are from ωB97M-V/def2-TZVPD.

Calculated values
E: -3294.530298 a.u.
Total charge: -2
Frontier orbital gap: 4.15 eV

Geometry as XYZ:
```
100
Properties=species:S:1:pos:R:3:forces:R:3:mulliken_charge:R:1
Pd 0.383 -0.627 -0.121 0.6 -0.1 -0.3 1.406
C 3.793 -2.544 -0.815 0.0 -0.1 0.0 -1.606
Si 2.598 -1.210 -0.119 0.0 0.4 0.1 -0.169
C 3.334 -0.902 1.640 0.0 0.0 0.1 0.258
C 4.421 -1.580 2.203 0.0 0.1 0.0 -0.257
C 4.800 -1.395 3.531 0.0 0.0 0.0 -0.674
C 4.102 -0.500 4.328 0.0 0.0 -0.1 -0.785
C 3.026 0.199 3.785 0.0 0.0 0.0 -0.154
C 2.635 -0.001 2.466 0.0 0.0 -0.1 -0.768
P 1.157 0.878 1.739 -0.2 -0.2 0.5 2.034
C 1.430 2.500 2.691 0.1 0.0 -0.3 -0.020
C 2.401 3.332 2.115 0.0 0.0 0.0 -0.355
C 2.656 4.606 2.599 0.0 -0.1 0.0 -0.632
C 1.917 5.104 3.670 0.0 0.0 0.0 -0.527
C 0.946 4.301 4.247 0.0 -0.1 0.0 -0.618
C 0.711 3.013 3.767 -0.1 0.0 0.1 -0.169
C -0.214 0.175 2.765 0.1 0.1 0.0 0.180
C -1.450 0.819 2.762 0.0 0.0 -0.1 -0.653
C -2.553 0.262 3.393 0.0 -0.1 0.0 -0.528
C -2.441 -0.960 4.045 0.1 0.1 0.0 -0.518
C -1.214 -1.611 4.060 0.0 0.1 0.0 -0.645
C -0.113 -1.048 3.426 0.0 -0.1 0.0 -0.777
C 3.363 0.342 -1.032 0.0 0.0 -0.1 -0.396
C 4.667 0.790 -0.778 0.0 0.0 0.0 -0.158
C 5.190 1.930 -1.371 -0.1 0.0 0.0 -0.844
C 4.412 2.659 -2.268 0.0 -0.1 0.1 -0.702
C 3.125 2.230 -2.552 0.0 0.0 0.0 0.085
C 2.593 1.092 -1.937 0.0 -0.1 0.1 -0.140
P 0.856 0.544 -2.298 0.0 0.3 0.0 0.477
C 0.960 0.888 -4.155 0.0 -0.2 0.0 0.079
C 0.143 1.737 -4.899 0.0 0.1 0.0 -0.136
C 0.211 1.777 -6.291 0.0 0.0 0.1 -0.590
C 1.104 0.971 -6.977 0.0 0.0 0.0 -0.474
C 1.936 0.121 -6.252 0.0 0.0 0.0 -0.595
C 1.855 0.079 -4.871 0.0 0.0 0.0 -0.460
C -0.151 2.008 -1.794 0.1 0.0 0.0 1.130
C 0.337 3.049 -1.008 0.0 0.0 0.0 -0.416
C -0.506 4.055 -0.550 0.0 -0.1 0.0 -0.384
C -1.857 4.035 -0.874 0.0 0.0 0.0 -0.853
C -2.359 2.995 -1.646 0.0 0.0 0.0 -0.596
C -1.514 1.990 -2.089 0.0 -0.1 0.0 -0.486
H 4.835 -2.205 -0.735 0.0 -0.1 0.0 0.390
H 3.576 -2.718 -1.874 0.0 0.0 0.0 0.254
H 3.701 -3.505 -0.297 0.0 0.1 0.0 0.331
H 4.984 -2.279 1.591 0.0 0.0 0.0 0.310
H 5.639 -1.949 3.941 0.0 0.0 0.0 0.353
H 4.381 -0.350 5.365 0.0 0.0 0.0 0.370
H 2.477 0.896 4.409 0.0 0.0 0.0 0.356
H 2.966 2.960 1.262 0.0 0.0 0.0 0.166
H 3.419 5.218 2.131 0.0 0.0 0.0 0.400
H 2.093 6.107 4.041 0.0 0.0 0.0 0.334
H 0.361 4.673 5.083 0.0 0.0 0.0 0.382
H -0.047 2.403 4.244 0.0 0.0 0.0 0.328
H -1.567 1.737 2.197 0.0 0.0 0.0 0.390
H -3.513 0.758 3.325 0.0 0.0 0.0 0.282
H -3.308 -1.417 4.508 0.0 0.0 0.0 0.312
H -1.119 -2.577 4.544 0.0 0.0 0.0 0.357
H 0.827 -1.587 3.402 0.0 0.0 0.0 0.339
H 5.280 0.237 -0.071 0.0 0.0 0.0 0.335
H 6.197 2.259 -1.132 0.0 0.0 0.0 0.352
H 4.803 3.556 -2.734 0.0 0.0 0.0 0.356
H 2.516 2.795 -3.250 0.0 0.0 0.0 0.401
H -0.554 2.391 -4.388 0.0 0.0 0.0 0.280
H -0.441 2.450 -6.837 0.0 0.0 0.0 0.384
H 1.153 0.998 -8.059 0.0 0.0 0.0 0.332
H 2.646 -0.515 -6.769 0.0 0.0 0.0 0.391
H 2.506 -0.592 -4.318 0.0 0.0 0.0 0.332
H 1.378 3.054 -0.710 0.0 0.0 0.0 0.009
H -0.104 4.838 0.084 0.0 0.0 0.0 0.364
H -2.520 4.805 -0.498 0.0 0.0 0.0 0.340
H -3.420 2.932 -1.854 0.0 0.0 0.0 0.360
H -1.930 1.147 -2.630 0.0 0.0 0.0 0.521
O -1.430 -2.498 -0.008 0.0 -0.1 0.1 -0.336
C -2.798 -2.199 -0.119 -0.1 -0.5 0.0 3.016
C -2.925 -0.638 -0.006 0.2 0.5 -0.1 -0.972
O -4.085 -0.192 -0.033 -0.1 -0.1 0.0 -0.823
O -1.855 0.000 0.061 -0.4 -0.1 0.0 0.174
C -3.310 -2.622 -1.507 0.0 0.1 0.1 -0.384
C -4.634 -2.424 -1.902 0.0 -0.1 0.0 0.025
C -5.068 -2.808 -3.161 0.0 0.0 0.0 -1.057
C -4.189 -3.389 -4.067 0.0 0.0 0.0 -0.329
C -2.865 -3.564 -3.698 0.0 0.0 0.1 -1.021
C -2.432 -3.179 -2.432 0.1 0.0 -0.1 -0.218
C -3.562 -2.901 1.019 -0.1 0.1 -0.1 -0.071
C -2.903 -3.835 1.813 0.0 -0.1 0.1 -0.211
C -3.555 -4.497 2.848 0.0 0.0 -0.1 -0.858
C -4.886 -4.228 3.124 0.0 0.0 0.0 -0.419
C -5.550 -3.279 2.355 0.1 0.0 0.0 -1.044
C -4.898 -2.624 1.319 0.0 0.0 0.1 0.004
H -1.258 -3.429 -0.185 0.0 0.0 0.0 0.234
H -5.313 -1.926 -1.228 0.0 0.0 0.0 0.244
H -6.101 -2.634 -3.441 0.0 0.0 0.0 0.384
H -4.526 -3.677 -5.056 0.0 0.0 0.0 0.373
H -2.151 -3.979 -4.398 0.0 0.0 0.0 0.393
H -1.380 -3.266 -2.197 0.0 0.0 0.0 0.322
H -1.848 -4.018 1.662 0.0 0.0 0.0 0.196
H -3.006 -5.211 3.451 0.0 0.0 0.0 0.409
H -5.394 -4.732 3.937 0.0 0.0 0.0 0.359
H -6.582 -3.030 2.572 0.0 0.0 0.0 0.361
H -5.401 -1.842 0.773 0.0 0.0 0.0 0.273
```
Forces are in eV/Å.